164
Properties=species:S:1:pos:R:3:forces:R:3:mulliken_charge:R:1 method="wB97M-V/def2-TZVPD" total_charge=-1 e_homo_ev=-4.476 mol_weight_g_mol=1389.29
Sr -2.018472 0.163641 0.596325 5.1 -1.7 -1.2 2.3828
S -4.462366 1.152232 1.406775 -1.4 0.6 0.9 0.8842
S -0.468972 5.048837 -0.633658 0.0 0.2 -0.1 -0.4338
S 0.050752 -3.161034 -9.397862 0.0 0.0 -0.1 1.1953
S -5.067514 1.294192 -2.909783 -0.2 0.1 -0.1 -0.3338
P -0.011435 0.549051 3.382075 -0.1 0.0 0.0 0.9166
P 2.120472 0.956620 -1.650418 0.1 -0.1 0.1 0.3063
Si 0.855441 -1.396074 0.606759 -0.1 0.1 -0.1 1.3051
O -1.057202 -3.167815 -10.336132 0.0 0.0 0.0 -0.7161
O 1.221821 -3.903805 -9.825424 0.0 0.0 0.0 -0.7022
O -3.249943 -1.376211 3.695756 -0.1 -0.1 0.0 -0.5828
O -3.294709 2.020856 1.162630 -1.2 0.4 0.1 -0.4383
O -5.505125 1.200361 0.422328 0.1 0.0 -0.1 -0.7887
O 0.327863 -1.873969 -8.792873 0.0 0.0 0.0 -0.6351
N -4.177290 -1.081998 -2.042174 -0.2 -0.2 0.1 0.0467
N -1.422640 -2.339139 -2.078101 -0.3 0.0 -0.1 0.9196
N -2.917540 0.833682 -1.571643 -0.9 0.7 -0.9 1.2056
N -3.932074 -0.328373 1.737072 -1.5 0.3 2.0 -0.4781
N -3.310909 -2.922994 0.590492 -0.2 0.3 -0.3 0.4139
N -4.179443 -4.549572 2.675586 -0.1 0.0 -0.1 -0.7040
N 1.069303 3.179078 0.567659 0.1 0.0 0.1 1.4802
N -0.935908 -5.437726 -8.335945 0.0 0.1 0.0 -0.5170
N -0.701506 -3.628055 -6.829953 0.0 0.0 -0.1 -0.1713
N -1.977918 -4.871367 3.324720 -0.1 -0.1 0.0 -0.4109
N -0.907627 2.521445 -0.507068 -0.2 0.2 0.0 1.4088
C 1.774980 -1.734331 -1.096518 0.0 0.1 0.0 0.2564
C 1.132689 -2.620590 4.790108 0.0 0.0 0.0 -0.0173
C 0.677852 3.585955 -5.173880 0.0 0.0 0.0 -0.9720
C 5.860078 2.833550 -1.367876 0.0 0.0 0.0 -0.9502
C -1.898657 4.435153 -1.381998 0.2 -0.1 0.2 -0.3543
C 2.107267 -3.490376 -2.780531 0.0 -0.1 0.0 -1.2334
C 1.804839 2.647351 -5.583268 0.0 0.0 0.0 -1.0492
C 4.469942 -0.163858 2.333279 0.1 0.0 0.0 -0.3526
C -1.949764 3.094304 -1.214551 -0.5 -0.3 -0.2 -1.2512
C 4.933142 0.546606 -2.498669 -0.1 0.0 0.0 -0.7195
C 6.328237 0.403050 -1.877018 0.0 0.0 0.0 -0.9648
C -0.046727 3.440031 -0.166991 0.1 -0.3 0.1 -0.6301
C 2.804792 0.977788 3.607176 -0.1 0.0 0.0 -0.0765
C 2.181097 -2.555528 -3.794684 0.0 0.0 -0.1 -1.1706
C -3.868775 -0.500294 3.137361 -0.3 0.0 -0.9 0.2509
C -1.440600 -6.162497 -7.353111 0.0 0.0 0.0 -0.3451
C 0.282538 -0.218310 6.221480 -0.1 0.0 0.0 -1.3698
C -0.597317 -4.178812 -8.031703 0.0 -0.1 0.0 0.0137
C -5.698590 1.704692 5.656277 0.0 0.0 0.0 -0.6902
C -5.028673 -3.981078 1.810385 0.0 0.0 0.0 -0.5211
C -4.962783 0.616114 5.207113 0.0 0.1 0.0 -0.3829
C -1.083308 4.572205 3.584756 0.0 0.0 0.0 -1.3297
C -1.314737 -3.693975 -4.527792 0.0 0.0 -0.1 1.6924
C 1.672307 -0.815772 6.430070 0.0 0.0 0.0 -0.3374
C 1.914896 -3.080947 -1.468549 0.0 0.1 0.0 -0.4639
C -1.343874 -1.687197 -3.239213 0.2 0.1 -0.1 0.5241
C 1.350794 4.019585 4.044174 0.0 0.0 -0.1 -0.0335
C -1.453062 -3.669134 -2.139690 0.1 -0.1 0.1 -0.2666
C 0.662266 3.035310 4.983101 0.0 -0.1 0.0 -1.9657
C -4.661276 0.557579 3.857412 0.2 -0.2 0.2 0.2702
C 1.647045 -2.319955 6.192235 0.0 -0.1 0.0 -1.4938
C 0.355877 5.108746 3.614865 0.0 0.0 0.0 -0.9006
C -0.274692 -2.055014 4.604154 0.1 0.0 -0.1 0.3707
C 1.771330 0.363809 2.887661 0.0 -0.1 0.0 0.5086
C 4.137907 0.735766 3.334723 0.0 0.0 0.0 -1.4458
C 2.149908 -1.212258 -3.457020 0.1 0.0 0.0 0.0648
C -0.360580 -0.553075 4.863441 0.1 0.1 0.1 0.2510
C -5.794964 2.650514 3.425349 0.0 -0.1 0.1 -0.6193
C -0.383316 2.198221 4.218323 0.0 0.1 0.0 -0.1160
C -2.897933 -4.293633 2.484697 0.1 0.0 0.0 0.1591
C 4.369879 2.569209 -1.108924 0.0 0.0 0.0 -0.5036
C 1.651444 2.003222 -3.118894 -0.1 0.1 0.0 0.9491
C -2.463326 -3.474886 1.417581 0.0 -0.1 0.2 0.2883
C -4.616347 -3.169701 0.780067 0.1 -0.1 0.1 -0.6042
C -1.111454 3.099311 3.196682 0.0 0.0 -0.1 0.8682
C -1.620935 -5.676495 -6.065270 0.0 0.0 0.0 -0.8077
C -6.108763 2.706887 4.777500 0.0 0.0 0.0 -0.6774
C 6.684258 1.609600 -0.985246 0.0 0.0 0.0 -0.5150
C 2.571699 2.140086 -4.349761 0.1 0.0 0.1 -0.7210
C -0.388181 2.822306 -4.374654 0.0 0.0 0.0 -0.7228
C -3.959074 0.242550 -2.121175 0.4 -0.1 0.1 -0.0058
C 1.036945 -3.165024 1.361959 0.1 0.0 -0.1 -1.9345
C 3.462606 -0.753741 1.593681 -0.1 0.0 0.0 -0.3988
C -1.281125 -2.305705 -4.473890 0.1 0.0 0.0 -1.3038
C -4.101549 2.638955 -2.431672 0.0 0.0 -0.1 -0.2201
C 1.983874 -0.790601 -2.138607 -0.1 -0.2 0.2 -0.2116
C 2.098196 -0.498370 1.807378 0.1 0.0 0.1 0.3785
C 3.971256 1.117495 -1.450861 0.1 0.0 -0.1 1.4791
C -1.213525 -4.370946 -5.851660 0.0 0.0 0.2 0.0344
C 0.223916 1.659798 -3.579515 0.0 0.0 0.1 0.1730
C -3.019867 2.220348 -1.747284 0.4 -0.1 0.1 -0.4143
C -1.407974 -4.384437 -3.325041 0.0 0.0 0.0 -1.4537
C -5.070570 1.552078 3.006672 -0.1 0.3 -0.1 -0.2380
H -1.548589 4.695669 4.568353 0.0 0.0 0.0 0.4283
H 6.475898 1.376182 0.061394 0.0 0.0 0.1 0.1011
H 0.259334 0.768534 -4.204826 0.1 -0.1 -0.1 0.4102
H -2.361768 -5.213977 4.190324 0.0 0.0 0.0 0.3177
H 0.629674 5.492251 2.628849 0.0 0.0 0.0 0.3178
H -3.435790 -1.684270 -1.698609 0.1 0.1 0.0 -0.3903
H 6.021401 3.068772 -2.423859 0.0 0.0 0.0 0.3271
H 0.135553 3.605111 5.757404 0.0 0.0 0.0 0.5873
H -0.899767 3.506066 -3.693487 0.0 0.0 0.0 -0.0999
H 2.573555 1.648505 4.416583 0.0 0.0 0.0 0.4298
H 2.174518 -4.548132 -3.008537 0.0 0.0 0.0 0.3718
H -6.681832 3.542610 5.157634 0.0 0.0 0.0 0.4364
H 0.411918 5.954343 4.306097 0.0 0.0 0.0 0.4078
H 0.226305 4.055563 -6.049642 0.0 0.0 0.0 0.5591
H -0.945852 -2.547603 5.318188 0.0 0.0 0.0 0.8211
H 6.364337 -0.515376 -1.284919 0.0 0.0 0.0 0.2668
H -2.588443 5.081633 -1.893053 0.0 0.0 0.0 0.5385
H 1.852867 3.798236 0.423795 0.0 0.0 0.0 0.3377
H 1.347485 2.199979 0.513462 0.0 -0.1 -0.1 -1.4998
H 2.275339 -2.857022 -4.830357 0.0 0.0 0.0 0.4873
H 5.507142 -0.399345 2.127487 0.0 0.0 0.0 0.4573
H -1.404699 -5.465929 -3.295835 0.0 0.0 0.0 0.3405
H -2.137333 2.757342 3.077442 0.0 0.0 0.0 -0.5703
H 1.575310 3.001184 -2.661209 0.0 0.0 0.0 0.5264
H -5.321020 -2.685696 0.117892 0.0 0.0 0.0 0.4420
H -1.497584 -4.193688 -1.191157 -0.1 0.0 0.0 -0.0223
H 1.093113 4.397928 -4.566981 0.0 0.0 0.0 0.2987
H -1.411927 -3.261349 1.280261 0.1 0.0 0.0 -0.5314
H -2.064664 -6.284703 -5.290082 0.0 0.0 0.0 0.3958
H -0.407954 1.404148 -2.723751 0.0 0.0 0.0 -0.9768
H 4.991526 1.210630 -3.357456 -0.1 0.1 -0.2 0.3347
H -4.632194 -0.168677 5.873801 0.0 0.0 0.0 0.5591
H -1.147081 2.430733 -5.055895 0.0 0.0 0.0 0.4838
H 1.834716 -3.855992 -0.720529 0.0 0.0 0.0 0.6324
H 1.369527 2.412332 5.524382 0.0 0.0 0.0 0.8046
H 3.735118 -1.446876 0.804594 0.0 0.0 0.0 0.2477
H -0.374529 -0.634311 6.997255 0.0 0.0 0.0 0.4846
H 1.381428 1.801542 -6.132337 0.0 0.0 0.0 0.3411
H 2.264418 -0.485215 -4.246542 0.0 0.0 0.0 0.0609
H -1.689098 5.151111 2.884273 0.0 0.0 0.0 0.4610
H -0.642243 2.992521 2.217699 0.0 0.0 0.0 -0.2948
H 2.014042 -0.594798 7.445219 0.0 0.0 0.0 0.4618
H -1.430764 -0.336152 4.949785 0.0 0.1 0.1 -0.3464
H 0.507619 -3.914909 0.771070 0.0 0.0 0.0 0.5155
H -1.309437 -0.605630 -3.171864 0.0 0.0 0.0 -0.2046
H 4.134608 0.521916 -0.549719 0.0 -0.1 0.1 -0.6969
H 3.769537 3.285212 -1.680314 0.0 0.0 0.0 0.0521
H -1.129254 1.868967 4.951491 0.0 0.0 0.0 0.7332
H 4.164849 2.746653 -0.047936 -0.1 0.0 0.0 0.0710
H 4.907649 1.226426 3.917804 0.0 0.0 0.0 0.4249
H 2.230511 4.466595 4.511930 0.0 0.0 0.0 0.5550
H 2.389251 -0.360283 5.746883 0.0 0.0 -0.1 0.0107
H 4.588060 -0.419810 -2.867409 0.0 0.0 0.0 0.1045
H -6.105705 3.425644 2.738887 0.0 0.0 0.0 0.5432
H 2.637814 -2.755268 6.341643 0.0 0.0 0.0 0.4976
H 1.701399 3.476079 3.163812 0.0 0.0 0.0 -0.3315
H 7.752751 1.827290 -1.045589 0.0 0.0 0.0 0.4838
H -6.083119 -4.179686 1.963919 0.0 0.0 0.0 0.3688
H 2.084040 -3.480927 1.429455 0.0 0.0 0.0 0.8062
H 0.978820 -2.783972 6.928722 0.0 0.0 0.0 0.4111
H 1.135954 -3.698168 4.602127 0.0 0.0 0.0 0.5566
H -5.959626 1.780306 6.703533 0.0 0.0 0.0 0.4296
H -4.863373 -1.509300 -2.637804 0.0 0.0 0.0 0.2684
H 7.071222 0.290274 -2.670154 0.0 0.0 0.0 0.5064
H -1.717384 -7.184413 -7.596569 0.0 0.0 0.0 0.4007
H 0.628235 -3.202468 2.365831 0.0 0.0 0.2 -0.5218
H 3.051610 1.195089 -4.591707 0.1 0.0 0.0 0.0986
H 0.294624 0.857555 6.389417 0.0 0.0 0.0 0.4944
H -1.084375 -4.412790 3.402224 0.0 0.0 0.0 0.1149
H -0.677336 -2.265679 3.611063 0.0 0.0 0.0 -1.3298
H 2.495021 3.140819 -6.270493 0.0 0.0 0.0 0.5681
H -1.175927 -1.738795 -5.389189 0.0 0.0 0.0 0.7135
H 1.812504 -2.178928 4.057335 0.0 0.0 0.0 -0.1011
H -4.384293 3.644331 -2.687013 0.0 0.0 0.0 0.4979
H 3.378817 2.839555 -4.112041 0.0 0.0 0.0 0.3731
H 6.185025 3.711009 -0.803748 0.0 0.0 0.0 0.5094